## P
12
Properties=species:S:1:pos:R:3:lowdin_charge:R:1 method="wB97M-V/def2-TZVPD" charge=+1 e_lumo_ev=-3.99 e_homo_ev=-13.90
C 0.92 -0.41 -1.35 0.11
C 0.30 0.08 -0.28 -0.22
N -1.31 -0.04 -0.49 0.25
C 0.66 0.71 1.00 -0.05
C 0.37 0.14 2.12 -0.18
O 0.28 -0.34 3.15 0.29
H 0.25 -0.65 -2.25 0.12
H 1.98 -0.40 -1.41 0.08
H -1.55 -0.28 -1.36 0.09
H -1.90 0.73 -0.21 0.17
H -1.65 -0.82 0.05 0.16
H 1.64 1.29 1.03 0.17

---

## Q
12
Properties=species:S:1:pos:R:3:lowdin_charge:R:1 method="wB97M-V/def2-TZVPD" charge=+1 e_lumo_ev="-6.93 / -6.93" e_homo_ev="-13.80 / -13.80"
C -0.24 -0.92 -0.06 0.06
C -1.30 -0.14 -0.04 -0.01
C 1.20 -0.57 0.08 -0.24
C -2.19 0.89 -0.02 0.17
N 1.51 0.84 0.17 0.03
O -2.85 -0.23 0.04 0.21
H -0.40 -1.97 -0.14 0.14
H 1.62 -0.95 0.91 0.10
H 1.74 -1.22 -0.71 0.17
H -2.68 1.90 0.06 0.20
H 1.09 1.40 -0.58 0.09
H 2.49 0.98 0.28 0.08

---

## R
12
Properties=species:S:1:pos:R:3:lowdin_charge:R:1 method="wB97M-V/def2-TZVPD" charge=+1 e_lumo_ev=-5.75 e_homo_ev=-14.48
C -0.14 0.31 -0.46 -0.12
C -0.98 1.61 1.61 0.03
C -1.26 1.11 0.39 -0.05
C 1.38 -1.66 -0.57 -0.09
N 0.39 -0.72 0.00 0.00
O -0.54 2.19 2.49 0.39
H -0.04 0.81 -1.52 0.17
H -1.73 1.95 -0.21 0.19
H -2.01 0.34 0.34 0.16
H 1.86 -1.38 -1.66 0.14
H 0.89 -2.63 -0.67 0.07
H 2.18 -1.91 0.26 0.12

---

Quick one: most stable of them? P

---

## P
19
Properties=species:S:1:pos:R:3:lowdin_charge:R:1 method="wB97M-V/def2-TZVPD" e_lumo_ev=1.05 e_homo_ev=-9.18
H -2.49 0.56 -0.36 0.05
N -1.63 1.10 -0.20 0.01
N -1.35 1.03 1.03 -0.19
N -0.30 1.74 1.39 0.03
H 0.10 1.50 2.28 0.09
H 0.31 2.13 0.66 0.09
C -0.34 -1.43 1.36 -0.12
C -1.23 -2.05 0.62 -0.08
H 0.60 -1.09 0.95 0.03
H -0.49 -1.24 2.41 0.05
H -1.08 -2.24 -0.43 0.04
H -2.17 -2.39 1.03 0.05
C 0.97 0.23 -1.85 -0.21
N 2.01 0.82 -1.01 -0.07
H 1.13 -0.84 -2.07 0.07
H 0.94 0.77 -2.80 0.07
H 0.01 0.36 -1.36 0.01
H 2.91 0.77 -1.48 0.06
H 2.09 0.29 -0.15 0.03

---

## Q
19
Properties=species:S:1:pos:R:3:lowdin_charge:R:1 method="wB97M-V/def2-TZVPD" e_lumo_ev=0.97 e_homo_ev=-8.12
C -1.59 0.39 -1.03 -0.14
N -0.23 -0.03 -0.78 -0.24
C -0.11 -1.47 -0.81 -0.14
C 0.51 0.86 0.42 -0.41
N 1.31 1.71 -0.38 0.03
N 1.31 0.10 1.30 -0.11
N 0.66 -0.66 2.29 0.00
H -1.65 1.48 -1.03 0.07
H -2.30 0.02 -0.27 0.08
H -1.93 0.03 -2.00 0.08
H -0.38 -1.84 -1.81 0.08
H 0.92 -1.77 -0.61 0.07
H -0.78 -1.99 -0.10 0.07
H -0.28 1.39 0.98 0.14
H 1.58 1.00 -1.13 0.11
H 0.73 2.39 -0.87 0.07
H 2.00 -0.46 0.82 0.11
H 0.44 -0.05 3.07 0.07
H -0.20 -1.08 1.94 0.06

---

Quick one: most stable of them? Q

---

## P
20
Properties=species:S:1:pos:R:3:lowdin_charge:R:1 method="wB97M-V/def2-TZVPD" e_lumo_ev="0.75 / 0.83" e_homo_ev="-7.41 / -7.12"
C -2.18 0.41 0.35 -0.11
C -0.76 2.29 -0.78 -0.17
C 0.93 -1.61 -0.79 -0.17
C 1.94 -1.35 1.58 -0.13
C -1.30 0.93 -0.74 -0.24
C 1.82 -0.82 0.16 -0.83
Cl 2.21 0.68 -0.45 0.71
H -1.79 -0.51 0.70 0.04
H -3.16 0.06 -0.10 0.10
H -2.30 1.18 1.09 0.06
H -0.28 2.54 0.20 0.08
H -1.60 3.07 -0.86 0.10
H 0.04 2.39 -1.46 0.02
H 1.14 -1.34 -1.84 0.05
H 1.03 -2.76 -0.48 0.11
H -0.17 -1.19 -0.62 0.07
H 1.69 -2.42 1.57 0.06
H 1.26 -0.69 2.32 0.13
H 2.98 -1.33 1.78 0.04
H -1.50 0.48 -1.65 0.06

---

## Q
20
Properties=species:S:1:pos:R:3:lowdin_charge:R:1 method="wB97M-V/def2-TZVPD" e_lumo_ev=0.86 e_homo_ev=-7.67
C -0.59 1.26 1.68 -0.11
C -0.27 -1.17 1.73 -0.14
C 0.99 1.19 -1.50 -0.15
C -0.27 -1.06 -1.84 -0.14
C -0.69 0.00 0.93 -0.25
C 0.68 -0.21 -1.01 -0.73
Cl 2.21 -0.94 -0.44 0.59
H 0.48 1.41 1.72 0.08
H -1.17 1.11 2.57 0.08
H -1.04 2.08 1.02 0.11
H -1.03 -1.62 2.29 0.06
H 0.41 -0.84 2.44 0.05
H 0.19 -1.99 1.10 0.07
H 1.95 1.06 -1.99 0.05
H 0.31 1.61 -2.22 0.08
H 1.06 1.84 -0.66 0.05
H -1.15 -0.46 -1.73 0.04
H -0.50 -2.04 -1.33 0.09
H -0.09 -1.11 -2.95 0.10
H -1.46 -0.12 0.19 0.07

---

Quick one: most stable of them? Q

---

## P
16
Properties=species:S:1:pos:R:3:lowdin_charge:R:1 method="wB97M-V/def2-TZVPD" e_lumo_ev="0.10 / 0.40" e_homo_ev="-7.02 / -7.03"
B 1.65 0.57 1.64 -0.43
C -1.86 -0.76 -1.68 -0.10
C -1.09 -0.80 -0.32 -0.25
C 0.04 0.15 -0.48 -0.21
O 1.68 1.46 2.65 0.12
O 2.69 -0.25 1.34 0.10
O -0.22 1.49 -0.74 -0.07
H -1.17 -0.37 -2.47 0.08
H -2.82 -0.15 -1.56 0.09
H -2.13 -1.81 -1.91 0.07
H -0.86 -1.78 -0.19 0.07
H -1.79 -0.60 0.47 0.10
H 0.80 -0.18 -1.08 0.07
H 2.53 1.48 3.17 0.12
H 3.63 -0.08 1.30 0.09
H -1.06 1.64 -0.16 0.15

---

## Q
16
Properties=species:S:1:pos:R:3:lowdin_charge:R:1 method="wB97M-V/def2-TZVPD" e_lumo_ev=0.14 e_homo_ev=-8.47
B -1.94 -0.01 -0.17 -0.44
C 2.44 0.30 0.20 -0.09
C 0.88 0.38 0.42 -0.24
C 0.03 -0.37 -0.60 -0.25
O -2.38 -0.27 1.12 0.13
O -2.50 0.89 -1.00 0.19
O 0.36 -1.74 -0.90 -0.10
H 2.90 0.49 1.09 0.02
H 2.79 0.75 -0.71 0.06
H 2.60 -0.86 -0.06 0.11
H 0.50 1.41 0.52 0.11
H 0.84 -0.10 1.41 0.11
H -0.20 0.07 -1.63 0.12
H -3.26 0.09 1.28 0.09
H -3.33 1.26 -0.86 0.07
H 0.27 -2.29 -0.09 0.10

---

## R
16
Properties=species:S:1:pos:R:3:lowdin_charge:R:1 method="wB97M-V/def2-TZVPD" e_lumo_ev="0.68 / -0.01" e_homo_ev="-7.50 / -7.49"
B 2.63 -0.24 0.38 -0.43
C -2.56 0.33 -0.93 -0.10
C -1.24 -0.36 -0.53 -0.25
C -0.43 0.26 0.64 -0.16
O 3.12 -1.42 -0.04 0.14
O 3.42 0.81 0.55 0.18
O -0.52 -0.17 1.98 -0.03
H -3.38 0.33 -0.28 0.04
H -2.83 0.19 -1.96 0.06
H -2.36 1.46 -0.99 0.09
H -0.55 -0.12 -1.30 0.08
H -1.35 -1.42 -0.38 0.09
H -0.47 1.36 0.30 0.11
H 4.06 -1.48 -0.07 0.08
H 2.90 1.56 0.64 0.05
H -0.44 -1.09 1.99 0.06

---

Quick one: most stable of them? Q

---

## P
12
Properties=species:S:1:pos:R:3:lowdin_charge:R:1 method="wB97M-V/def2-TZVPD" e_lumo_ev=0.44 e_homo_ev=-8.90
H 0.92 -1.89 -1.05 0.05
N 0.85 -1.49 -0.08 0.14
C 0.36 -0.31 -0.18 -0.43
C -0.08 0.56 0.92 -0.39
N 0.14 0.04 2.16 0.13
N -0.66 1.63 0.56 0.16
O -0.73 1.52 -0.88 -0.16
N 0.08 0.47 -1.27 -0.50
S -0.27 0.00 -2.83 0.87
H 0.97 -0.56 2.26 0.10
H -0.07 0.61 3.02 0.13
H -1.50 -0.58 -2.62 -0.09

---

## Q
12
Properties=species:S:1:pos:R:3:lowdin_charge:R:1 method="wB97M-V/def2-TZVPD" e_lumo_ev=-0.38 e_homo_ev=-9.84
C 0.92 0.75 -0.54 -0.15
C 1.07 -1.11 0.52 -0.60
H -0.62 1.33 -2.14 0.19
H -1.86 1.51 -0.70 0.12
H 0.99 1.55 -1.38 0.15
H -0.48 -0.95 2.71 -0.04
N -1.27 0.70 -1.21 0.02
N -0.32 0.45 -0.14 -0.30
N 1.85 -0.13 -0.11 0.16
N -0.33 -0.92 0.19 -0.35
O 1.44 -2.01 1.25 0.04
S -1.39 -1.17 1.56 0.75

---

Quick one: most stable of them? P

---

## P
24
Properties=species:S:1:pos:R:3:lowdin_charge:R:1 method="wB97M-V/def2-TZVPD" charge=+1 e_lumo_ev=-3.16 e_homo_ev=-12.02
C -0.11 1.52 -1.65 0.05
C -0.18 0.95 -0.49 -0.21
N -1.07 1.03 0.56 -0.18
C -1.88 2.14 1.00 -0.05
C -1.28 -0.33 1.10 -0.12
N -0.21 -1.20 0.71 0.09
C 0.95 -0.48 -0.11 -0.31
C 1.18 -1.37 -1.28 -0.05
C 2.07 -0.14 0.85 -0.03
H -0.81 2.40 -1.98 0.11
H 0.66 1.32 -2.38 0.06
H -2.97 1.88 0.69 0.12
H -1.77 2.34 2.11 0.10
H -1.67 3.12 0.42 0.12
H -1.33 -0.11 2.15 0.12
H -2.34 -0.68 0.77 0.18
H 0.15 -1.93 1.38 0.22
H -0.47 -1.94 0.05 0.16
H 0.29 -1.71 -1.86 0.11
H 1.79 -2.20 -0.89 0.10
H 1.79 -1.08 -2.16 0.11
H 1.60 0.09 1.91 0.13
H 2.58 0.84 0.59 0.12
H 2.81 -0.86 1.06 0.06

---

## Q
24
Properties=species:S:1:pos:R:3:lowdin_charge:R:1 method="wB97M-V/def2-TZVPD" charge=+1 e_lumo_ev=-3.80 e_homo_ev=-13.63
C 1.00 1.88 1.43 0.02
C -0.21 1.44 1.73 -0.11
C -0.89 0.05 1.39 -0.07
N 0.04 -0.69 0.48 -0.09
C 1.05 -1.41 1.16 -0.01
C 0.14 -0.56 -0.81 -0.19
C 1.24 -1.07 -1.72 0.04
C -0.76 0.46 -1.51 -0.11
N -2.22 0.20 -1.12 0.04
H 1.11 2.95 1.56 0.08
H 1.73 1.23 0.87 0.08
H -0.96 2.09 2.08 0.09
H -1.14 -0.62 2.21 0.14
H -1.76 0.23 0.80 0.07
H 1.87 -1.42 0.54 0.05
H 1.17 -0.92 2.10 0.10
H 0.64 -2.48 1.38 0.16
H 1.62 -0.05 -2.03 0.15
H 0.85 -1.65 -2.52 0.10
H 1.88 -1.78 -1.27 0.06
H -0.39 1.45 -1.19 0.14
H -0.64 0.27 -2.59 0.12
H -2.75 0.96 -1.39 0.06
H -2.62 -0.56 -1.57 0.06

---

Quick one: most stable of them? Q